{"formula": "C8H14F6O4PRb", "method": "the ωB97M-V functional and the def2-TZVPD basis", "homo_lumo_gap_ha": 0.385, "e_homo_ev": -10.764, "e_tot_ha": -1579.0829, "lumo_energy_ev": -0.30, "total_charge": 0, "elements": ["Rb", "P", "F", "F", "F", "F", "F", "F", "C", "C", "C", "O", "C", "H", "H", "H", "H", "H", "H", "H", "H", "C", "C", "C", "O", "C", "O", "O", "H", "H", "H", "H", "H", "H"], "coordinates": [[0.134, 2.537, -0.485], [2.463, 5.208, -1.216], [2.348, 6.312, -2.413], [1.935, 4.064, -2.323], [4.004, 4.868, -1.687], [2.587, 4.043, -0.113], [3.008, 6.328, -0.231], [0.869, 5.467, -0.760], [-0.274, -1.493, -3.477], [-0.462, -2.111, -2.148], [0.576, -1.269, -1.381], [0.191, 0.063, -1.825], [-0.091, 0.025, -3.179], [-1.207, -1.659, -4.017], [0.603, -1.986, -3.896], [-0.246, -3.175, -2.049], [-1.455, -1.896, -1.752], [1.619, -1.488, -1.610], [0.578, -1.428, -0.303], [0.684, 0.479, -3.796], [-1.011, 0.595, -3.307], [-1.426, -2.206, 4.836], [-0.775, -1.916, 3.450], [-1.525, -2.550, 2.303], [-1.741, -1.489, 1.382], [-1.263, -0.343, 1.893], [-1.370, 0.734, 1.314], [-0.904, -0.552, 3.162], [-2.513, -2.130, 4.847], [-1.064, -1.391, 5.462], [-1.198, -3.189, 5.248], [0.292, -2.131, 3.499], [-2.468, -2.968, 2.654], [-0.898, -3.353, 1.915]], "forces_ev_per_angstrom": [[0.18, 0.38, 0.00], [1.00, 0.64, -2.63], [-0.36, -0.49, 0.76], [-0.29, 0.17, 0.87], [-0.85, 0.12, 0.29], [-0.43, -0.26, 0.59], [-0.47, -0.21, 0.48], [1.13, -0.36, -0.23], [-0.97, 0.12, -1.12], [1.08, 0.17, 1.95], [-0.78, -0.01, 0.04], [1.42, -0.21, 2.61], [-0.43, -1.10, -1.08], [0.47, -0.05, -0.81], [-0.16, 0.42, -0.68], [-0.10, -0.03, -0.37], [0.04, -0.08, 0.23], [0.07, -0.02, -0.79], [-0.68, 0.80, 0.20], [0.19, 0.00, 0.06], [-0.13, -0.09, -0.33], [0.40, 0.76, -0.51], [-0.91, -0.93, 1.69], [0.41, -0.98, 0.29], [0.47, -0.34, -0.69], [-1.87, 1.64, -0.68], [0.92, -2.14, 1.31], [0.63, 2.13, -0.19], [-0.04, 0.13, -0.47], [0.10, -0.36, 0.46], [0.41, 0.14, -0.11], [-0.02, -0.24, -0.17], [-0.12, 0.17, -0.33], [-0.31, 0.07, -0.66]]}



{"formula": "C5H6O", "method": "the ωB97M-V functional and the def2-TZVPD basis", "homo_lumo_gap_ha": 0.361, "e_homo_ev": -9.052, "e_tot_ha": -269.1938, "lumo_energy_ev": 0.78, "total_charge": 0, "elements": ["C", "C", "C", "C", "C", "O", "H", "H", "H", "H", "H", "H"], "coordinates": [[0.915, 0.864, 0.203], [2.111, 0.341, 0.006], [0.705, -0.732, -0.097], [-0.296, 0.346, -0.458], [-1.605, 0.465, 0.306], [3.085, -0.301, 0.255], [0.465, -1.498, 0.727], [0.852, -1.343, -0.925], [-0.480, 0.588, -1.463], [-2.354, -0.051, -0.418], [-1.885, 1.405, 0.586], [-1.513, -0.083, 1.277]], "forces_ev_per_angstrom": [[0.86, -0.48, -0.67], [0.69, -1.93, 1.69], [-4.20, -1.16, 1.74], [-0.52, 0.62, 1.95], [0.19, -4.26, -0.88], [0.98, 1.82, -0.83], [0.41, 1.90, -0.54], [1.55, -0.27, -1.91], [0.37, -0.01, -1.53], [0.74, 0.95, 1.73], [-0.77, 2.74, 0.10], [-0.28, 0.08, -0.86]]}



{"formula": "C15H26BIN2O6", "method": "the ωB97M-V functional and the def2-TZVPD basis", "homo_lumo_gap_ha": 0.309, "e_homo_ev": -9.102, "e_tot_ha": -1470.6694, "lumo_energy_ev": -0.69, "smiles": "CCB(O)C1=C(C[C@H](C)I)C(=O)OC1=O.CNC(C)=O.CNC(C)=O", "total_charge": 0, "elements": ["C", "C", "B", "O", "C", "C", "C", "C", "C", "I", "C", "O", "O", "C", "O", "H", "H", "H", "H", "H", "H", "H", "H", "H", "H", "H", "H", "C", "N", "C", "C", "O", "H", "H", "H", "H", "H", "H", "H", "C", "N", "C", "C", "O", "H", "H", "H", "H", "H", "H", "H"], "coordinates": [[-2.738, -0.751, 0.824], [-2.063, -0.008, -0.434], [-3.281, 0.735, -1.257], [-3.825, 0.105, -2.428], [-3.759, 2.182, -0.694], [-5.076, 2.546, -0.325], [-6.457, 1.760, -0.352], [-6.431, 0.318, 0.335], [-7.953, -0.262, 0.229], [-5.943, 0.332, 2.462], [-4.920, 4.073, 0.133], [-5.852, 4.734, 0.612], [-3.575, 4.513, -0.147], [-2.734, 3.417, -0.498], [-1.506, 3.354, -0.642], [-1.926, -1.399, 1.309], [-3.110, 0.060, 1.547], [-3.592, -1.422, 0.473], [-1.426, -0.677, -1.101], [-1.385, 0.825, -0.031], [-3.575, -0.842, -2.375], [-7.203, 2.397, 0.257], [-6.884, 1.693, -1.414], [-5.778, -0.454, -0.192], [-8.641, 0.659, 0.338], [-8.129, -0.686, -0.820], [-8.185, -1.026, 1.048], [3.691, -0.320, 1.026], [2.272, -0.432, 1.303], [1.315, -1.039, 0.553], [1.739, -1.688, -0.737], [0.150, -1.044, 0.934], [4.238, -0.786, 1.848], [3.947, 0.740, 0.983], [3.969, -0.796, 0.091], [1.914, -0.020, 2.153], [0.869, -2.129, -1.224], [2.171, -0.942, -1.408], [2.463, -2.481, -0.537], [8.681, -2.652, -0.550], [7.437, -1.913, -0.576], [7.200, -0.646, -0.137], [8.350, 0.119, 0.458], [6.077, -0.167, -0.234], [8.939, -2.926, -1.575], [8.529, -3.561, 0.035], [9.495, -2.075, -0.115], [6.619, -2.364, -0.962], [8.009, 1.109, 0.761], [8.730, -0.401, 1.340], [9.144, 0.239, -0.283]], "forces_ev_per_angstrom": [[0.84, -0.01, -0.33], [-0.78, 1.02, 0.00], [1.24, -0.97, -0.45], [0.34, 0.62, 2.39], [-2.29, 0.62, -0.11], [3.31, 0.73, -0.67], [0.46, 0.77, 1.04], [-1.71, -0.77, -1.29], [0.27, 1.00, -0.08], [-0.08, 0.28, -0.78], [-2.76, -0.78, 0.36], [4.09, -1.53, -1.72], [-0.09, -0.59, 0.58], [-0.02, -2.44, -0.45], [-4.65, 1.32, 0.69], [-1.46, 1.06, -0.55], [0.44, -1.47, -1.01], [0.92, 0.88, 0.64], [-0.93, 0.62, 0.98], [-0.81, -1.36, -0.55], [0.04, 0.81, -0.30], [1.20, -0.92, -0.96], [0.87, -0.04, 1.42], [-0.44, 1.35, 0.87], [0.84, -1.62, 0.02], [0.28, 0.45, 1.49], [0.36, 1.07, -1.36], [-0.43, 0.21, 0.43], [-0.36, -0.31, -0.33], [-0.17, 0.26, 0.62], [-0.08, -0.08, -0.16], [0.53, -0.23, -0.09], [0.23, 0.02, -0.18], [0.27, -0.16, -0.15], [-0.15, 0.12, 0.18], [0.02, -0.04, -0.11], [0.04, 0.09, 0.18], [0.14, -0.14, 0.03], [0.08, 0.12, -0.13], [-0.39, -0.28, -0.21], [0.02, 0.48, 0.21], [-0.47, -0.07, -0.19], [0.03, 0.15, 0.08], [0.55, 0.00, -0.08], [0.25, -0.07, 0.12], [0.29, -0.02, -0.01], [-0.16, 0.01, -0.04], [0.12, 0.03, 0.02], [-0.08, -0.17, -0.09], [0.15, 0.03, -0.11], [0.08, -0.07, 0.15]]}



{"formula": "C10H28O17P3V", "method": "the ωB97M-V functional and the def2-TZVPD basis", "homo_lumo_gap_ha": 0.348, "e_homo_ev": -9.393, "e_tot_ha": -3645.3371, "lumo_energy_ev": 0.06, "total_charge": 0, "elements": ["O", "V", "O", "O", "C", "O", "O", "H", "C", "O", "P", "O", "O", "C", "O", "C", "H", "H", "H", "H", "H", "H", "H", "H", "H", "C", "O", "P", "O", "O", "C", "O", "C", "H", "H", "H", "H", "H", "H", "H", "H", "H", "C", "O", "P", "O", "O", "C", "O", "C", "H", "H", "H", "H", "H", "H", "H", "H", "H"], "coordinates": [[-0.236, 1.214, -0.224], [1.376, 0.951, -0.298], [1.786, 0.793, -1.858], [3.837, 1.800, 2.726], [3.055, 1.319, 1.750], [1.806, 1.164, 1.901], [3.515, 1.045, 0.612], [3.224, 1.746, 3.488], [-1.584, -1.221, -2.013], [-0.410, -2.031, -2.166], [0.534, -2.383, -0.964], [1.147, -1.240, -0.275], [-0.252, -3.396, -0.016], [-0.914, -4.532, -0.560], [1.605, -3.341, -1.665], [2.763, -3.761, -0.944], [-2.391, -1.661, -2.595], [-1.405, -0.188, -2.296], [-1.923, -1.252, -0.976], [-0.911, -4.503, -1.649], [-1.934, -4.642, -0.195], [-0.390, -5.435, -0.233], [2.633, -3.582, 0.125], [3.622, -3.181, -1.280], [2.952, -4.818, -1.109], [-5.197, -1.681, 2.680], [-3.880, -2.057, 3.033], [-2.917, -2.639, 1.872], [-3.643, -3.400, 0.864], [-1.774, -3.421, 2.681], [-2.048, -4.736, 3.159], [-2.114, -1.355, 1.360], [-1.260, -0.622, 2.260], [-5.875, -2.008, 3.475], [-5.598, -2.308, 1.875], [-5.352, -0.635, 2.432], [-1.502, -5.458, 2.554], [-3.107, -4.991, 3.122], [-1.718, -4.817, 4.193], [-1.491, -0.918, 3.286], [-1.493, 0.429, 2.132], [-0.214, -0.867, 2.096], [3.058, 3.568, -3.518], [1.838, 4.180, -3.042], [1.648, 4.449, -1.490], [1.663, 3.231, -0.672], [0.284, 5.308, -1.440], [-0.840, 4.746, -2.148], [2.852, 5.474, -1.219], [2.658, 6.613, -0.375], [3.496, 4.229, -4.263], [2.786, 2.655, -4.041], [3.723, 3.373, -2.683], [-0.761, 3.673, -2.308], [-0.903, 5.253, -3.112], [-1.721, 5.023, -1.574], [1.612, 6.744, -0.106], [3.043, 7.478, -0.918], [3.241, 6.622, 0.549]], "forces_ev_per_angstrom": [[2.61, -0.45, -0.20], [-1.50, 0.19, -2.08], [-0.63, 0.31, 2.17], [-1.01, -0.63, 0.42], [-0.58, -0.50, -2.36], [-0.49, 0.25, 0.88], [0.51, 0.39, 0.02], [0.59, 0.39, -0.08], [-0.76, -0.01, 0.74], [0.62, -0.36, -0.14], [0.10, -1.35, -0.92], [0.06, 0.52, 1.19], [0.16, 1.36, 0.37], [0.08, -1.07, -0.34], [-0.79, 0.55, -0.32], [0.32, 0.39, 0.49], [0.26, -0.04, -0.28], [0.28, -0.08, -0.08], [0.11, 0.17, 0.00], [-0.07, -0.02, 0.03], [0.00, 0.63, 0.05], [0.22, 0.16, -0.11], [0.05, -0.09, 0.00], [-0.04, -0.01, -0.04], [-0.24, -0.01, -0.17], [-1.64, -1.26, -0.12], [0.79, -0.30, -0.37], [0.94, 1.26, 1.00], [0.02, -0.09, -0.44], [-0.83, 0.49, -0.25], [-0.08, -0.40, 0.13], [-0.51, -1.06, -0.18], [-0.32, -0.25, 0.79], [0.35, 0.60, 0.44], [0.54, 0.30, -0.39], [0.44, 0.14, 0.15], [0.04, 0.03, -0.04], [-0.04, 0.13, -0.08], [0.09, 0.14, 0.00], [-0.03, 0.16, 0.01], [0.31, 0.05, -0.17], [-0.03, 0.17, -0.40], [-0.38, -0.13, -0.30], [-0.28, 0.14, 0.39], [0.09, 0.48, -1.10], [0.09, -0.19, 0.72], [1.56, -0.88, 0.05], [-0.33, 0.62, -0.30], [-1.07, -0.43, 0.64], [0.32, 0.93, 0.24], [0.13, 0.23, 0.27], [0.02, -0.19, 0.32], [0.21, -0.13, -0.14], [0.01, -0.05, 0.27], [0.06, -0.14, -0.02], [-0.01, -0.31, 0.07], [0.00, 0.10, -0.17], [-0.39, -0.03, -0.18], [0.06, -0.83, -0.10]]}